13
Properties=species:S:1:pos:R:3 method="wB97M-V/def2-TZVPD" gap_ev=9.4 smiles="CSC#CC(=O)NS" homo_ev=-8.966
C 0.36 0.99 0.09
C -0.74 1.44 0.42
C 1.76 0.87 -0.30
C -2.84 -0.19 0.88
N 2.38 -0.31 -0.64
O 2.48 1.85 -0.26
S 2.06 -2.00 -0.59
S -2.32 1.57 0.97
H 2.01 -2.24 -2.01
H -2.09 -0.63 1.61
H -2.44 -0.52 -0.16
H -3.88 -0.58 1.08
H 3.27 -0.25 -1.10


16
Properties=species:S:1:pos:R:3 method="wB97M-V/def2-TZVPD" gap_ev="6.5 / 6.6" total_charge=+1 spin_multiplicity=5 homo_ev="-12.551 / -12.551"
O -0.25 0.34 0.83
C 0.48 -0.06 1.77
O -0.01 -0.55 2.82
O 1.81 -0.03 1.68
Nd -2.82 -0.51 2.10
C 2.37 0.48 0.38
C 3.80 0.32 0.80
H 2.09 -0.26 -0.38
H 2.09 1.53 0.22
H 4.11 -0.67 1.14
O 4.23 1.38 1.65
C 5.54 1.53 1.78
O 6.39 0.87 1.24
O 5.76 2.60 2.54
H 6.71 2.74 2.63
H 4.14 0.55 -0.28


11
Properties=species:S:1:pos:R:3 method="wB97M-V/def2-TZVPD" gap_ev="4.5 / 4.5" total_charge=-1 homo_ev="-1.146 / -1.146"
H -1.14 -0.90 2.40
O 1.30 2.03 0.88
C 0.02 1.56 0.59
C -0.02 0.20 0.03
C -0.03 -0.86 -0.58
C 0.18 -2.09 -1.23
O -0.50 -2.18 -2.35
H 1.66 1.49 1.67
H -0.46 2.24 -0.14
H -0.64 1.56 1.48
H -0.37 -3.05 -2.75


12
Properties=species:S:1:pos:R:3 method="wB97M-V/def2-TZVPD" gap_ev=7.0 total_charge=-1 homo_ev=-3.091
C -0.97 2.42 0.26
C -0.16 1.64 -0.05
C 0.30 -0.93 -0.01
C 0.75 0.38 -0.60
O 2.64 0.51 1.34
O 3.19 -0.70 -0.70
S 2.60 0.54 -0.12
H -1.46 3.36 0.51
H 1.06 -1.79 0.05
H 0.31 -0.74 1.10
H -0.59 -1.51 -0.54
H 0.84 0.56 -1.64


For reference, energy relative to the best compared isomer or geometry (same formula, charge and spin) by record: 3.212; 0.572; 6.243; 3.371 eV.